The following is a quantum chemistry calculation of C4H10FNS2 as an isolated structure, from the Open Molecules 2025 dataset.

Output
Net charge ... 0
LUMO energy ... 0.0195 hartree
Largest force on an atom ... 6.2 eV/Å
HOMO ... -7.65 eV
Frontier orbital gap ... 8.184 eV

Last column: natural (NBO) charge in e.
Element x y z (Å)
C (-1.998106, 0.555338, -0.139863)  -0.68
C (-2.816205, -0.712500, -0.034916)  0.05
C (2.892214, 0.903564, 0.514495)  -0.41
C (0.766099, 0.148706, -0.445005)  -0.10
H (-2.410179, 1.329407, 0.511789)  0.20
H (-2.002647, 0.928563, -1.169649)  0.22
H (-0.964717, 0.368828, 0.158089)  0.21
H (-3.860433, -0.536755, -0.319172)  0.16
H (-2.411600, -1.503676, -0.674548)  0.17
H (2.418688, 1.878821, 0.392300)  0.22
H (3.814601, 0.883191, -0.062231)  0.21
H (3.125791, 0.746568, 1.571477)  0.21
H (1.468524, -2.261249, -0.347881)  0.17
H (0.564192, 1.222224, -0.443604)  0.20
N (1.978020, -0.127083, 0.044347)  -0.49
F (-2.799399, -1.170053, 1.275070)  -0.38
S (2.596196, -1.738012, 0.176601)  0.15
S (-0.361032, -0.915887, -1.007294)  -0.12

Cartesian forces (eV/Å) of the 6 atoms listed first:
-1.8 1.8 1.2
-0.7 0.5 -0.1
-0.1 0.1 0.2
1.2 -0.9 -0.7
-0.5 0.1 0.1
-0.1 0.0 0.3